(1)
A 8-piece molecular cluster, C43H43N5O6 overall in a non-equilibrium geometry, computed with wB97M-V/def2-TZVPD.

Output
**Orbital gap**: 8.00 eV
**Energy above the lowest of the compared OMol25 structures with the same formula, charge and spin**: 179.3 kJ/mol
**Structure (SMILES)**: Oc1ccc(O)cc1.Oc1ccc(O)cc1.Oc1ccc(O)cc1.c1ccncc1.c1ccncc1.c1ccncc1.c1ccncc1.c1ccncc1
**E**: -65009.0506 eV

Structure (XYZ):
```
97
Properties=species:S:1:pos:R:3:forces:R:3:lowdin_charge:R:1
H -3.013 -3.383 2.028 2.4599 0.8255 -1.7340 0.027
H -3.054 -2.338 -5.313 0.1210 0.4868 -2.1066 0.081
H -4.213 3.634 -0.040 -0.5226 0.2089 0.1878 0.090
C -5.047 -4.165 1.897 2.8397 1.3106 3.9661 -0.035
C -1.642 -0.923 0.731 -0.7219 0.6808 0.8806 -0.104
H 1.371 4.054 3.123 -0.0542 1.3775 -0.1696 0.119
O 4.449 -1.744 5.165 -0.4928 -1.5651 1.9447 0.070
H 0.824 -0.719 2.649 2.3985 0.1552 2.2009 0.055
C 3.151 -3.416 -4.625 -0.0654 1.9789 0.9449 0.000
H -2.578 -1.699 0.565 2.5592 2.2502 0.4690 0.116
H -2.198 0.086 -0.994 0.8088 1.2392 0.4356 0.096
H -0.148 1.729 -0.938 0.1750 -0.7365 1.5857 0.124
C 1.673 5.002 2.604 1.2211 0.2885 -1.0420 -0.021
C -4.795 -3.520 4.675 0.7697 0.4848 -1.3742 -0.188
H 3.221 -2.010 0.929 -0.2864 -0.6049 -0.1984 0.109
C 2.864 -2.252 -3.642 3.8051 -2.1340 -2.5634 -0.018
C -5.897 -4.190 4.247 -0.3222 -0.3069 -3.5557 -0.077
O 1.592 -1.234 -2.032 1.5561 1.5542 0.0991 0.048
C 2.535 -3.062 4.628 -1.3389 -0.4486 -6.1981 0.057
C 2.668 2.639 -2.952 -0.0074 0.4435 -3.2066 0.007
H -4.447 -1.444 -3.679 -2.7372 5.0499 -1.2511 0.049
C 3.822 -2.052 2.903 -1.6154 0.1540 -0.4061 -0.062
H -4.635 -3.305 5.682 -0.0118 0.5315 1.6831 0.090
H 2.557 2.492 -1.871 0.2909 -0.0643 -0.5477 0.095
H -6.774 -4.241 4.755 -2.0596 -0.8087 2.2896 0.070
H -3.337 -4.264 -0.956 0.1884 -1.7728 2.5538 0.052
C 2.148 6.003 0.355 -2.1312 -3.0792 -0.4107 -0.011
C -3.910 -3.508 2.481 -4.1412 -0.5983 4.2665 -0.080
C -2.468 -4.013 -4.077 -4.6868 3.1722 2.4178 -0.100
C 2.813 3.010 -5.787 -2.5122 -1.5736 10.9396 -0.031
N 2.053 1.922 -5.192 2.3239 1.6040 -4.9240 0.064
H 1.368 1.451 1.186 0.1557 -0.3320 -0.0995 0.090
C 3.014 -2.471 1.891 -2.8125 -1.8227 -0.8130 -0.016
C 1.595 -3.694 3.517 5.3923 2.8363 1.2134 0.044
H 3.242 -5.536 -5.953 3.3810 0.4586 -1.5814 0.063
C -6.040 -4.509 2.898 1.9451 0.1450 -3.0432 -0.058
C 3.588 -2.230 4.253 -1.2961 -1.6481 -0.0303 -0.362
C -3.995 -2.731 -2.176 2.1551 -0.9052 -0.3061 -0.045
C 3.266 3.995 -4.897 -0.0346 -1.1206 -1.0374 -0.066
O 2.478 -5.461 -5.482 -4.2104 -3.4956 -0.0026 0.095
H -4.158 -2.007 -1.421 -1.1581 0.0478 1.2146 0.077
C -3.003 3.079 1.681 -0.4291 1.9032 -1.5530 -0.140
O 0.740 3.945 0.690 -3.8590 -1.3489 -2.7817 -0.070
H 0.089 -4.438 1.305 3.3530 2.0079 1.3807 0.189
H 0.574 -5.480 -3.697 0.6209 0.9768 0.1040 0.130
H 4.459 -1.317 2.544 1.8583 1.2043 -0.0984 0.093
H -6.758 -5.106 2.365 -1.2670 -0.0884 1.0725 0.093
H -2.619 6.811 2.436 0.6786 0.6758 0.6339 0.082
H 4.226 7.570 3.745 0.8762 -1.1359 5.1209 0.014
N -2.142 3.438 2.637 -0.0620 -1.6795 0.4929 0.053
H -4.865 -4.440 0.866 -1.0766 -0.3495 0.0006 0.076
H 3.828 -1.566 -3.506 -2.8474 -0.9316 -0.2942 0.146
C 0.942 -3.554 -2.777 3.7901 2.3650 -3.2888 0.023
C -3.353 -3.982 -1.931 -1.2279 4.1147 -2.7171 -0.136
N -0.818 -1.173 1.860 -1.5227 1.2082 -3.8840 0.062
C 2.064 1.729 -3.939 2.2895 3.8657 2.9126 -0.187
H 2.028 5.891 -0.855 0.5049 0.6657 3.2912 0.156
C 2.550 5.987 3.222 0.8880 -0.5119 -0.0804 -0.011
H -1.775 -4.436 -4.638 2.8392 -1.8813 -2.7470 0.052
C 1.870 -3.384 2.136 -0.8216 -0.2424 4.3588 -0.313
C 1.773 -2.278 -2.826 -0.9224 -3.7432 -0.5258 -0.337
C -3.233 -2.873 -4.447 1.8420 -1.2374 2.0477 -0.014
H 3.546 4.907 -5.371 0.7821 0.6800 0.0643 0.087
C 3.267 6.921 2.373 -1.7462 -1.1804 1.5088 -0.304
H 4.058 -3.405 -5.427 -2.2303 0.2280 2.3094 0.147
C 0.540 0.785 0.982 -0.6183 -2.0662 2.0830 -0.029
C -3.490 5.374 1.193 0.9594 -2.6518 1.3176 -0.074
C 3.284 3.803 -3.510 -4.1176 -6.4681 -3.0628 -0.059
C 0.222 -0.341 1.922 -1.5303 1.7024 -3.2080 -0.103
H 3.593 4.304 -2.769 2.8476 5.1186 4.5139 0.014
H 0.274 -3.824 -2.066 -2.2123 0.0903 2.2914 0.057
C 1.428 4.986 1.161 2.1908 3.4605 1.5719 -0.353
H 1.126 -4.578 3.884 -1.1093 -0.1848 -0.2303 0.079
N -3.837 -3.131 3.872 0.8644 -1.1634 -3.5398 0.072
H 2.878 3.169 -6.723 -0.0192 0.4234 -6.6519 0.024
C 3.008 6.872 1.018 0.6832 0.2030 -1.8381 -0.075
C -3.872 -2.182 -3.435 1.4088 -5.2806 0.6524 -0.080
H -1.339 5.121 3.740 0.0469 -1.5781 -0.2177 0.109
O 1.000 -3.925 1.247 -1.1842 -0.7233 -3.0174 -0.038
C -2.612 5.771 2.235 -1.6568 -3.6479 -1.4660 -0.029
H -0.198 4.028 0.109 3.9483 0.5339 2.5033 0.217
H -3.002 2.045 1.469 -0.2839 -1.1080 -0.1319 0.070
H 2.884 5.937 4.375 -1.1373 -0.0331 -2.7436 0.147
C -0.303 1.000 -0.075 -1.1629 0.7986 -1.3674 -0.146
H 2.361 -3.343 5.585 -0.4664 -0.6721 2.8721 0.057
C -3.735 3.992 0.859 2.8685 0.4596 2.3185 -0.030
C 1.189 -4.542 -3.706 0.2134 -0.9189 -0.3386 -0.028
C 2.278 -4.502 -4.640 0.9545 4.0454 1.8026 -0.411
H 0.822 -1.231 -1.519 -1.9193 -0.4107 1.1738 0.062
C -1.492 0.254 -0.145 -0.5631 -5.0100 0.7558 -0.103
O 4.152 7.856 2.910 -1.3730 0.2794 -5.3040 0.072
H 3.642 7.427 0.332 -0.0597 0.5016 0.3736 0.114
H 4.846 -0.943 4.927 0.8147 1.7641 -0.8822 0.076
H -4.062 6.056 0.685 -1.0258 1.9509 -1.2671 0.060
H 1.647 0.893 -3.569 -1.8637 -2.9407 1.0643 0.043
N -2.652 -4.545 -2.876 1.3357 -1.7544 0.2908 0.060
C -1.971 4.671 2.943 -0.4714 5.4483 -0.3371 -0.180
```
Forces are in eV/Å.

(2)
One molecule with the formula C2H3N5O in a non-equilibrium geometry, computed with wB97M-V/def2-TZVPD.

Output
**Orbital gap**: 10.55 eV
**Energy above the lowest of the compared OMol25 structures with the same formula, charge and spin**: 225.2 kJ/mol
**Structure (SMILES)**: [H]/N=C/n1nn[nH]c1=O
**E**: -11618.4958 eV

Structure (XYZ):
```
11
Properties=species:S:1:pos:R:3:forces:R:3:nbo_charge:R:1
H 1.865 2.185 0.995 -1.1507 -1.7680 -0.0862 0.435
N 0.599 0.615 -1.280 0.6459 -0.6320 -0.0977 -0.028
N 1.251 1.467 0.531 2.6744 1.6136 -0.3485 -0.471
N -0.056 -0.032 -0.227 0.9201 0.9360 -1.1403 -0.341
N -1.811 -1.517 0.306 1.2124 0.1475 -3.1106 -0.586
C -0.994 -1.006 -0.567 -0.6476 -1.5506 -0.1191 0.254
H -2.303 -2.233 -0.284 0.1298 0.5873 1.0979 0.345
H -0.848 -1.316 -1.697 -0.5180 0.7052 2.2645 0.191
N 1.450 1.427 -0.822 -2.2986 -0.3423 0.3503 -0.002
C 0.511 0.388 0.979 -0.4634 1.6542 -2.3053 0.741
O 0.335 0.022 2.065 -0.5044 -1.3510 3.4949 -0.539
```
Forces are in eV/Å.

(3)
A 2-piece molecular cluster, CH3PS overall in a non-equilibrium geometry, computed with wB97M-V/def2-TZVPD.

Output
**Orbital gap (spin up / spin down)**: 7.50 / 6.01 eV
**Energy above the lowest of the compared OMol25 structures with the same formula, charge and spin**: 257.2 kJ/mol
**E**: -21206.2777 eV

Structure (XYZ):
```
6
Properties=species:S:1:pos:R:3:forces:R:3:nbo_charge:R:1
S 0.334 -3.080 0.700 -0.4234 0.8629 0.0765 -0.324
H 0.852 0.481 -0.508 2.1771 -1.4116 -0.3442 0.157
H -0.821 0.931 -1.082 2.0179 0.9396 2.0628 0.181
C 0.084 1.125 -0.323 -3.7693 0.2582 -1.6895 -0.551
P -0.720 -1.517 1.027 0.3659 -0.5208 -0.0731 0.356
H 0.270 2.061 0.186 -0.3681 -0.1284 -0.0326 0.182
```
Forces are in eV/Å.